Record 1
232
Properties=species:S:1:pos:R:3 method="wB97M-V/def2-TZVPD" smiles=COC[C@H](C)N.COC[C@H](C)N.COCCNCCOC.COCCNCCOC.COCCNCCOC.COCCNCCOC.COCCNCCOC.COCCNCCOC.COCCNCCOC.COCCNCCOC.CO charge=0
C -2.75 -5.61 23.66
O -2.06 -4.64 24.51
C -1.83 -3.42 23.93
C -2.95 -2.34 23.90
C -2.47 -0.86 23.74
N -3.43 -2.43 25.32
H -2.17 -5.83 22.76
H -3.76 -5.27 23.42
H -2.88 -6.56 24.16
H -1.06 -3.10 24.64
H -1.36 -3.45 22.95
H -3.70 -2.62 23.16
H -3.05 -0.10 24.27
H -2.25 -0.63 22.70
H -1.58 -0.77 24.36
H -3.43 -3.39 25.63
H -2.65 -2.07 25.86
C 1.63 -8.46 24.06
O 0.64 -8.79 25.10
C -0.26 -7.71 25.29
C 0.49 -6.65 26.22
C 0.96 -7.34 27.53
N -0.30 -5.49 26.54
H 2.15 -9.37 23.75
H 2.39 -7.80 24.48
H 1.28 -8.02 23.13
H -0.71 -7.38 24.35
H -1.08 -8.15 25.87
H 1.41 -6.33 25.72
H 1.48 -6.59 28.13
H 1.67 -8.14 27.31
H 0.06 -7.80 27.92
H -0.71 -5.20 25.67
H 0.45 -4.86 26.80
C 1.27 -12.16 22.89
O 0.38 -13.22 23.10
C -1.00 -12.88 22.94
C -1.88 -14.03 23.49
N -1.51 -14.35 24.80
C -2.50 -15.10 25.62
C -2.17 -16.68 25.39
O -0.82 -16.93 25.72
C -0.50 -18.29 25.98
H 1.16 -11.67 21.91
H 2.31 -12.48 22.98
H 1.20 -11.28 23.53
H -1.16 -12.77 21.87
H -1.38 -11.92 23.31
H -1.67 -14.90 22.87
H -2.90 -13.72 23.25
H -0.73 -14.98 24.82
H -3.53 -14.84 25.40
H -2.30 -14.88 26.67
H -2.24 -16.89 24.33
H -2.91 -17.35 25.84
H -0.58 -18.80 25.02
H -1.25 -18.61 26.70
H 0.50 -18.27 26.40
C -4.63 -9.13 25.82
O -3.82 -9.96 26.68
C -2.73 -10.74 25.98
C -1.76 -11.51 26.86
N -0.81 -10.68 27.59
C 0.35 -11.35 28.20
C 1.15 -12.09 27.09
O 2.47 -12.33 27.46
C 3.31 -12.88 26.46
H -5.19 -9.77 25.13
H -4.13 -8.32 25.29
H -5.43 -8.64 26.37
H -2.02 -10.19 25.36
H -3.23 -11.35 25.23
H -1.08 -12.16 26.31
H -2.24 -12.12 27.63
H -0.53 -9.93 26.97
H 0.07 -12.04 28.99
H 0.91 -10.66 28.84
H 1.09 -11.65 26.09
H 0.65 -13.06 27.15
H 4.31 -12.62 26.81
H 3.09 -12.43 25.49
H 3.21 -13.96 26.35
C -8.25 -7.93 23.40
O -9.19 -9.04 23.80
C -8.56 -10.29 24.02
C -9.32 -11.32 24.88
N -10.56 -11.67 24.36
C -10.64 -12.39 23.10
C -9.83 -13.71 22.87
O -8.44 -13.33 22.86
C -7.52 -14.41 22.49
H -7.63 -8.39 22.64
H -7.70 -7.65 24.30
H -8.78 -7.09 22.96
H -7.68 -10.18 24.66
H -8.22 -10.77 23.10
H -9.44 -10.88 25.87
H -8.67 -12.19 24.97
H -11.24 -10.92 24.24
H -10.30 -11.68 22.34
H -11.66 -12.57 22.75
H -10.03 -14.20 21.92
H -9.99 -14.37 23.72
H -7.77 -15.46 22.64
H -6.71 -14.28 23.20
H -7.14 -14.40 21.47
C -7.88 -8.94 28.61
O -7.54 -9.02 29.96
C -6.80 -10.15 30.38
C -5.32 -10.26 29.78
N -5.42 -11.12 28.63
C -4.73 -12.36 29.12
C -4.61 -13.42 27.97
O -5.79 -14.08 27.52
C -6.89 -13.30 27.03
H -8.49 -9.73 28.18
H -7.01 -8.87 27.95
H -8.45 -8.03 28.43
H -7.32 -11.10 30.29
H -6.62 -10.02 31.45
H -4.67 -10.62 30.57
H -4.90 -9.28 29.56
H -4.83 -10.64 27.96
H -5.46 -12.88 29.74
H -3.79 -12.28 29.68
H -3.91 -14.23 28.21
H -4.24 -13.07 27.01
H -7.60 -13.92 26.49
H -6.54 -12.49 26.38
H -7.46 -12.93 27.87
C -1.03 -14.68 32.90
O -0.37 -14.82 31.62
C -1.05 -15.56 30.61
C -0.14 -15.73 29.39
N 1.31 -15.94 29.78
C 2.11 -15.84 28.59
C 3.61 -16.17 28.79
O 4.56 -16.49 27.76
C 4.02 -17.48 26.89
H -2.09 -14.42 32.88
H -0.43 -14.05 33.56
H -0.89 -15.61 33.46
H -2.03 -15.14 30.38
H -1.20 -16.53 31.09
H -0.21 -14.75 28.92
H -0.47 -16.57 28.77
H 1.31 -15.25 30.52
H 2.14 -14.80 28.24
H 1.60 -16.38 27.79
H 3.72 -17.10 29.36
H 4.14 -15.45 29.42
H 4.69 -17.76 26.08
H 3.13 -17.04 26.44
H 3.75 -18.44 27.33
C -1.08 -4.93 17.34
O -0.26 -5.70 18.26
C -0.82 -6.07 19.46
C 0.03 -7.00 20.38
N 0.42 -8.13 19.48
C -0.58 -9.19 19.34
C -1.16 -9.74 20.65
O -2.26 -9.01 21.11
C -2.62 -9.24 22.49
H -0.49 -4.30 16.68
H -1.82 -4.32 17.86
H -1.64 -5.68 16.77
H -1.76 -6.51 19.11
H -1.14 -5.22 20.06
H -0.65 -7.23 21.20
H 0.92 -6.47 20.74
H 1.04 -7.83 18.73
H -0.09 -9.97 18.76
H -1.48 -8.91 18.79
H -0.32 -9.81 21.35
H -1.55 -10.73 20.39
H -3.62 -8.81 22.61
H -1.88 -8.73 23.12
H -2.66 -10.27 22.83
C 2.44 -12.80 31.94
O 2.58 -11.78 31.11
C 3.92 -11.46 30.62
C 3.90 -10.11 29.85
N 5.20 -9.71 29.29
C 5.87 -8.65 30.12
C 5.64 -7.23 29.53
O 6.14 -7.20 28.18
C 6.06 -6.01 27.57
H 1.40 -13.00 32.17
H 3.07 -12.66 32.82
H 2.85 -13.69 31.45
H 4.27 -12.28 29.98
H 4.61 -11.42 31.46
H 3.39 -9.32 30.40
H 3.31 -10.28 28.95
H 5.06 -9.33 28.37
H 6.91 -8.97 30.08
H 5.61 -8.75 31.18
H 6.24 -6.59 30.18
H 4.56 -7.13 29.57
H 6.72 -5.23 27.96
H 5.07 -5.55 27.63
H 6.39 -6.18 26.55
C 6.29 -13.30 24.07
O 5.18 -13.49 23.29
C 4.58 -14.71 23.49
C 4.19 -15.50 22.20
N 3.37 -16.67 22.44
C 2.05 -16.26 23.01
C 0.83 -17.01 22.63
O 0.95 -18.39 22.98
C -0.02 -19.28 22.42
H 6.61 -12.27 23.89
H 7.06 -14.06 23.93
H 6.09 -13.39 25.14
H 3.69 -14.46 24.06
H 5.07 -15.45 24.13
H 5.17 -15.80 21.84
H 3.66 -14.93 21.44
H 3.85 -17.27 23.09
H 1.85 -15.23 22.72
H 2.10 -16.37 24.10
H 0.67 -16.97 21.55
H -0.01 -16.59 23.19
H -0.98 -18.83 22.67
H 0.02 -20.29 22.82
H 0.27 -19.19 21.37
C -2.01 -11.37 31.76
O -2.17 -10.29 30.83
H -2.54 -12.21 31.30
H -0.94 -11.60 31.81
H -2.33 -11.24 32.79
H -1.55 -10.49 30.13

***

Record 2
240
Properties=species:S:1:pos:R:3 method="wB97M-V/def2-TZVPD" charge=0 e_above_lowest_kcal_mol=0.0
C -5.54 -2.88 2.21
C -4.18 -3.31 1.74
C -4.20 -4.78 1.37
O -3.71 -2.51 0.67
H -5.87 -3.54 3.01
H -6.25 -3.06 1.41
H -5.54 -1.83 2.47
H -3.40 -3.20 2.50
H -3.18 -5.13 1.24
H -4.73 -4.83 0.41
H -4.74 -5.34 2.12
H -4.25 -2.68 -0.14
C -0.31 -6.17 3.21
C 0.66 -5.02 3.19
C -0.07 -3.68 2.92
O 1.32 -4.88 4.41
H 0.28 -7.05 3.47
H -0.76 -6.38 2.25
H -1.01 -6.03 4.04
H 1.35 -5.21 2.36
H -0.75 -3.46 3.72
H -0.69 -3.78 2.02
H 0.71 -2.93 2.85
H 1.38 -5.76 4.79
C -1.21 4.04 4.99
C -0.44 3.56 3.74
C 0.92 3.10 4.08
O -1.20 2.58 3.02
H -0.80 5.01 5.29
H -1.14 3.34 5.83
H -2.27 4.15 4.76
H -0.44 4.44 3.07
H 0.88 2.12 4.56
H 1.45 3.80 4.73
H 1.55 2.98 3.18
H -1.18 1.71 3.46
C -6.85 -1.21 -1.80
C -6.17 -1.38 -3.16
C -4.75 -1.93 -2.84
O -4.84 -3.14 -2.06
C -3.67 -3.90 -2.32
N -6.78 -2.32 -4.11
H -6.38 -0.52 -1.10
H -6.85 -2.18 -1.29
H -7.89 -0.89 -1.91
H -5.96 -0.46 -3.71
H -4.18 -1.17 -2.28
H -4.19 -2.16 -3.75
H -2.78 -3.33 -2.10
H -3.56 -4.28 -3.36
H -3.84 -4.74 -1.67
H -7.68 -1.94 -4.40
H -7.00 -3.22 -3.70
C -3.79 -0.31 -8.10
C -4.37 -0.32 -6.72
C -3.74 0.83 -5.90
O -2.33 0.87 -5.88
C -1.78 -0.06 -4.94
N -5.81 -0.18 -6.69
H -2.71 -0.28 -7.94
H -4.18 0.54 -8.68
H -4.04 -1.25 -8.61
H -4.08 -1.26 -6.20
H -4.13 0.73 -4.88
H -4.10 1.74 -6.38
H -0.70 0.11 -4.97
H -2.01 -1.08 -5.30
H -2.20 0.00 -3.93
H -6.23 -0.76 -5.97
H -6.19 -0.41 -7.60
C 0.41 -5.94 -0.85
C -0.27 -6.98 -1.72
C -1.20 -7.71 -0.81
O -0.44 -8.19 0.29
C -1.25 -9.10 1.06
N -1.10 -6.53 -2.87
H -0.28 -5.54 -0.10
H 0.79 -5.13 -1.48
H 1.23 -6.48 -0.35
H 0.41 -7.71 -2.14
H -1.79 -8.49 -1.28
H -1.97 -6.96 -0.51
H -1.57 -9.92 0.41
H -2.15 -8.55 1.41
H -0.63 -9.48 1.85
H -1.57 -5.64 -2.70
H -0.43 -6.32 -3.62
C 2.90 -0.87 3.36
C 4.11 -1.23 4.26
C 3.86 -2.63 4.73
O 4.93 -3.24 5.45
C 4.93 -2.83 6.80
N 5.33 -1.10 3.58
H 2.81 0.21 3.32
H 1.93 -1.15 3.79
H 2.92 -1.29 2.34
H 4.06 -0.57 5.12
H 3.83 -3.31 3.87
H 2.97 -2.75 5.33
H 5.82 -3.19 7.29
H 4.01 -3.21 7.25
H 4.91 -1.75 6.85
H 5.35 -1.76 2.79
H 6.06 -1.47 4.19
C 4.94 -1.39 -7.09
C 5.07 0.09 -7.26
C 4.61 0.74 -6.00
O 3.25 0.42 -5.81
C 2.65 1.19 -4.78
N 6.45 0.49 -7.61
H 3.96 -1.63 -6.70
H 5.68 -1.79 -6.39
H 5.01 -1.93 -8.04
H 4.46 0.47 -8.07
H 4.75 1.83 -5.97
H 5.24 0.34 -5.20
H 3.29 1.09 -3.89
H 1.64 0.82 -4.59
H 2.55 2.24 -5.08
H 7.17 0.25 -6.94
H 6.54 1.47 -7.85
C 4.77 3.94 3.86
C 5.30 2.70 3.21
C 6.51 3.04 2.30
O 6.29 4.00 1.26
C 5.68 3.39 0.13
N 5.85 1.76 4.18
H 3.92 3.78 4.52
H 4.51 4.68 3.10
H 5.60 4.33 4.47
H 4.56 2.22 2.55
H 6.80 2.05 1.90
H 7.25 3.36 3.01
H 5.80 4.09 -0.71
H 4.68 3.08 0.41
H 6.27 2.49 -0.07
H 5.35 1.77 5.05
H 5.80 0.81 3.80
C -0.42 -1.67 -0.89
C -0.79 -0.30 -0.30
C -0.03 0.81 -1.06
O 1.35 0.64 -1.18
C 1.99 1.20 -0.03
N -2.19 0.04 -0.44
H 0.65 -1.76 -1.05
H -0.99 -1.74 -1.83
H -0.72 -2.46 -0.21
H -0.50 -0.26 0.76
H -0.36 1.77 -0.65
H -0.44 0.63 -2.05
H 3.07 1.20 -0.17
H 1.80 0.61 0.88
H 1.66 2.24 0.11
H -2.43 0.97 -0.11
H -2.76 -0.61 0.09
C -4.94 1.52 0.94
C -4.41 2.92 0.86
C -4.74 3.59 2.24
O -6.11 3.43 2.63
C -6.95 4.27 1.89
N -3.00 3.02 0.54
H -4.74 1.00 0.00
H -5.99 1.51 1.25
H -4.33 0.99 1.68
H -4.91 3.39 0.01
H -4.53 4.67 2.18
H -4.13 3.04 2.96
H -6.50 5.26 1.76
H -7.87 4.46 2.42
H -7.17 3.89 0.89
H -2.38 2.93 1.33
H -2.76 3.91 0.16
C -2.31 0.60 6.98
C -1.69 -0.74 6.42
C -0.75 -0.55 5.24
O -1.27 0.03 4.05
C -2.17 -0.70 3.28
N -1.06 -1.36 7.55
H -2.67 1.21 6.15
H -1.53 1.20 7.47
H -3.10 0.34 7.68
H -2.51 -1.42 6.19
H -0.26 -1.51 5.01
H -0.03 0.23 5.49
H -2.43 -0.08 2.42
H -3.05 -1.04 3.81
H -1.65 -1.59 2.89
H -0.66 -2.26 7.36
H -0.40 -0.74 7.99
C -1.62 3.92 -2.73
C -2.58 5.02 -3.18
C -1.80 6.27 -3.46
O -1.07 6.78 -2.31
C -0.38 7.94 -2.78
N -3.35 4.76 -4.37
H -0.79 4.38 -2.18
H -1.26 3.39 -3.61
H -2.13 3.12 -2.18
H -3.29 5.29 -2.39
H -2.49 7.06 -3.78
H -1.07 6.13 -4.27
H 0.26 8.26 -1.97
H -1.12 8.67 -3.11
H 0.22 7.61 -3.62
H -4.23 4.30 -4.14
H -2.88 4.17 -5.04
C 2.24 6.06 1.34
C 3.28 6.55 0.32
C 2.79 6.10 -1.10
O 2.88 4.69 -1.18
C 2.45 4.30 -2.46
N 3.42 8.05 0.28
H 2.56 6.17 2.37
H 1.95 5.04 1.09
H 1.28 6.59 1.25
H 4.19 5.96 0.52
H 3.43 6.57 -1.85
H 1.76 6.46 -1.20
H 2.98 4.85 -3.23
H 1.37 4.45 -2.63
H 2.58 3.22 -2.57
H 4.38 8.28 0.00
H 3.39 8.43 1.22
C 3.46 -4.05 0.67
C 4.76 -3.50 0.00
C 4.35 -2.16 -0.70
O 5.51 -1.61 -1.31
C 5.15 -0.35 -1.86
N 5.78 -3.24 0.95
H 3.05 -3.28 1.34
H 3.68 -4.94 1.28
H 2.69 -4.31 -0.04
H 5.01 -4.23 -0.78
H 4.04 -1.47 0.09
H 3.57 -2.30 -1.46
H 5.92 -0.03 -2.56
H 4.91 0.42 -1.11
H 4.21 -0.54 -2.42
H 6.12 -4.09 1.41
H 6.57 -2.73 0.55

***

E_HOMO readings, ordered: -8.167; -8.545 eV
Kohn-Sham gap readings, ordered: 0.3103; 0.3294 Eh
Energy readings, ordered: -4235.71046; -4050.74465 hartree